Record 1
This record from the OMol25 dataset describes an isolated ion of composition C6H14N3O2 and charge +1. The level of theory is ωB97M-V/def2-TZVPD.

Output
Relative energy (zero: lowest compared OMol25 entry of this formula, charge and spin) = 0.000 eV
Charge = +1
Calculated total energy = -15007.5162 eV
Orbital gap = 10.819 eV

Each line ends with the Löwdin charge.
Atoms and positions in Å:
N 0.208 -2.057 -0.622  0.1397
C -0.190 -0.755 -0.166  -0.3745
N -1.571 -0.919 0.364  0.1334
C -2.742 -0.241 0.218  -0.2892
O -3.000 0.684 -0.506  0.0439
C 0.868 -0.395 1.083  -0.2250
O 0.083 0.597 1.814  -0.0603
C 2.063 0.269 0.436  -0.0732
C 1.534 0.477 -1.064  -0.1010
C 0.022 0.478 -1.036  -0.2361
N -0.651 1.610 -0.405  0.2147
H 1.141 -2.248 -0.590  0.0566
H -0.301 -2.595 -1.290  0.1064
H -1.642 -1.731 1.009  0.1727
H -3.557 -0.555 0.837  0.1437
H 1.185 -1.217 1.773  0.1664
H 0.524 0.811 2.634  0.1202
H 2.916 -0.481 0.530  0.1505
H 2.106 1.161 1.004  0.1052
H 1.917 1.417 -1.430  0.1120
H 1.957 -0.220 -1.798  0.1299
H -0.338 0.476 -2.107  0.1912
H -0.337 2.468 -0.848  0.1829
H -0.495 1.492 0.590  0.0999
H -1.700 1.472 -0.430  0.0899



Record 2
This record from the OMol25 dataset describes an isolated ion of composition C6H14N3O2P and charge +2. The level of theory is ωB97M-V/def2-TZVPD.

Output
Relative energy (zero: lowest compared OMol25 entry of this formula, charge and spin) = 0.000 eV
Charge = +2
Calculated total energy = -24284.2455 eV
Orbital gap = 8.921 eV

Each line ends with the Löwdin charge.
Atoms and positions in Å:
C 1.591 0.857 1.095  -0.4002
C 1.653 -1.191 -0.414  -0.2950
C 2.384 2.073 1.393  0.0205
C 2.480 -2.327 -0.730  0.0523
C -3.920 0.858 -0.086  -0.0545
C -3.387 -0.176 -1.074  -0.2266
N 0.501 0.549 1.704  0.1983
N 2.125 -0.077 0.192  0.1854
N 0.356 -1.437 -0.590  0.0484
O -0.460 0.935 -1.409  -0.0938
O -2.203 -0.830 -0.675  -0.1123
P -0.809 -0.297 -0.819  0.8152
H 2.801 2.442 0.475  0.0937
H 3.317 2.006 2.133  0.1765
H 1.739 2.751 1.756  0.0499
H 2.640 -2.851 0.224  0.1503
H 3.603 -2.108 -0.856  0.1672
H 2.130 -3.089 -1.326  0.0890
H -4.351 0.439 0.813  0.0915
H -3.241 1.571 0.097  0.0297
H -4.804 1.402 -0.562  0.1422
H -3.170 0.577 -1.889  0.1394
H -4.282 -0.877 -1.409  0.1957
H 0.005 1.226 2.210  0.0766
H 3.243 -0.022 0.068  0.2566
H 0.056 -2.403 -0.322  0.2040



Record 3
This record from the OMol25 dataset describes C6H14N3OPtS2 as an isolated structure. The level of theory is ωB97M-V/def2-TZVPD.

Output
Relative energy (zero: lowest compared OMol25 entry of this formula, charge and spin) = 0.000 eV
Charge = +3
Calculated total energy = -37850.2002 eV
Orbital gap = 7.343 eV

Each line ends with the Löwdin charge.
Atoms and positions in Å:
Pt -0.379 0.182 0.352  1.2624
C 0.467 0.575 -2.476  -0.1175
C 0.759 1.847 -1.720  -0.0994
N 1.003 1.554 -0.261  -0.1768
C 2.374 1.092 0.174  -0.1609
C 2.663 -0.341 -0.242  -0.2874
S 1.220 -1.409 0.182  1.1149
C 0.856 -2.281 -1.401  -0.2772
C -0.449 -1.740 -1.949  -0.1655
N -0.521 -0.253 -1.704  -0.1717
H 0.053 0.805 -3.459  0.1697
H 1.359 -0.022 -2.639  0.1172
H 1.612 2.382 -2.141  0.1654
H -0.101 2.520 -1.749  0.1530
H 0.830 2.424 0.254  0.1600
H 3.131 1.765 -0.236  0.1662
H 2.393 1.189 1.260  0.1473
H 2.874 -0.464 -1.300  0.0984
H 3.502 -0.750 0.330  0.1344
H 1.721 -2.127 -2.046  0.1110
H 0.788 -3.341 -1.145  0.1304
H -0.561 -1.954 -3.015  0.1675
H -1.295 -2.184 -1.423  0.1441
H -1.462 0.057 -1.964  0.1690
O -1.749 -1.064 1.389  -0.5963
S -1.873 -0.007 2.497  1.0803
N -0.736 0.956 2.181  -0.4387



Record 4
This record from the OMol25 dataset describes an isolated ion of composition C6H14N4O and charge +2. The level of theory is ωB97M-V/def2-TZVPD.

Output
Relative energy (zero: lowest compared OMol25 entry of this formula, charge and spin) = 3.235 eV
Charge = +2
Calculated total energy = -14436.4734 eV
Orbital gap = 10.146 eV

Each line ends with the Löwdin charge.
Atoms and positions in Å:
C 2.056 0.277 1.697  -0.0530
C 0.775 0.440 1.036  -0.1233
C 0.378 0.605 -0.219  -0.2066
N 1.499 0.876 -1.297  0.2445
C -0.997 0.980 -0.624  -0.0566
C -2.235 0.703 0.421  -0.2717
O -3.425 0.568 -0.338  -0.0183
N -2.062 -0.646 1.067  0.0452
N -1.714 -1.682 0.326  0.1523
C -1.031 -2.281 -0.476  -0.0605
N -0.659 -3.149 -1.352  0.2100
H 1.993 -0.524 2.455  0.1110
H 2.170 1.276 2.224  0.1329
H 2.958 0.237 1.010  0.1024
H -0.035 0.669 1.754  0.1393
H 2.345 1.311 -0.882  0.1693
H 1.327 1.667 -1.937  0.1799
H 1.785 0.037 -1.859  0.1894
H -1.234 0.448 -1.468  0.0865
H -1.172 1.985 -0.918  0.1266
H -2.384 1.410 1.154  0.1320
H -4.077 1.343 -0.072  0.1902
H -2.632 -0.920 1.978  0.2421
H -1.296 -3.635 -1.998  0.1743
H 0.378 -3.215 -1.340  0.1623



Record 5
This record from the OMol25 dataset describes a 2-piece molecular cluster, C6H14N4O2 overall. The level of theory is ωB97M-V/def2-TZVPD.

Output
Relative energy (zero: lowest compared OMol25 entry of this formula, charge and spin) = 4.112 eV
Calculated total energy = -16501.6033 eV
Orbital gap = 9.212 eV

Each line ends with the Löwdin charge.
Atoms and positions in Å:
C -2.085 1.413 -0.135  -0.0812
C -0.910 0.545 -0.276  -0.2788
C -0.681 -0.623 0.634  -0.3270
N -1.455 -0.828 1.805  0.0598
C -1.259 -0.872 -0.708  -0.2968
N -2.608 -1.294 -1.020  0.0553
H -2.927 0.967 0.383  0.0698
H -1.803 2.336 0.397  0.0837
H -2.409 1.745 -1.135  0.0898
H -0.050 0.868 -0.864  0.0979
H 0.348 -0.977 0.768  0.1170
H -1.427 0.055 2.315  0.0865
H -2.410 -0.996 1.525  0.0525
H -0.488 -1.240 -1.403  0.1301
H -3.054 -0.631 -1.651  0.0764
H -3.211 -1.482 -0.236  0.0570
O 1.561 2.726 -0.553  0.0367
C 2.119 1.867 0.112  -0.3058
N 2.341 0.529 -0.224  0.0789
C 3.080 -0.350 0.573  -0.2015
N 3.350 -1.579 0.314  0.0111
O 2.694 -1.878 -0.899  -0.0868
H 2.588 2.124 1.075  0.1328
H 2.041 0.178 -1.113  0.1279
H 3.474 0.043 1.508  0.1264
H 3.181 -2.647 -1.191  0.0881



Record 6
This record from the OMol25 dataset describes an isolated ion of composition C6H14N5 and charge +1. The level of theory is ωB97M-V/def2-TZVPD.

Output
Relative energy (zero: lowest compared OMol25 entry of this formula, charge and spin) = 5.666 eV
Charge = +1
Calculated total energy = -13888.9605 eV
Orbital gap = 7.844 eV

Each line ends with the Löwdin charge.
Atoms and positions in Å:
C -1.986 0.314 -0.925  -0.0236
C 0.626 -0.336 0.219  -0.3691
C -0.930 -1.933 -0.725  -0.1479
C -1.086 0.652 1.575  -0.1215
C 1.469 0.675 -0.083  -0.2372
C 2.383 0.683 -1.340  0.0204
N -1.675 -0.843 -1.397  0.0264
N 0.418 -1.519 -0.397  0.0306
N -0.133 -0.356 1.408  -0.0164
N 1.789 1.796 0.752  0.0852
N -2.285 0.443 0.547  0.0707
H -1.365 -2.133 0.296  0.1194
H -0.941 -2.950 -1.268  0.1689
H -1.516 0.619 2.649  0.1698
H -0.389 1.474 1.456  0.1050
H 2.224 1.658 -1.646  0.0673
H 2.210 -0.136 -1.957  0.0552
H 3.353 0.548 -1.006  0.0719
H -1.522 -0.783 -2.372  0.1224
H 0.954 -1.536 -1.228  0.1058
H -0.223 -1.322 1.795  0.1633
H 1.799 1.714 1.849  0.1632
H 2.423 2.402 0.365  0.0436
H -2.834 1.316 0.641  0.1615
H -2.764 -0.447 0.789  0.1652



Record 7
This record from the OMol25 dataset describes C6H14NO as an isolated structure. The level of theory is ωB97M-V/def2-TZVPD.

Output
Relative energy (zero: lowest compared OMol25 entry of this formula, charge and spin) = 8.346 eV
Charge = -1
Calculated total energy = -9978.2775 eV
Orbital gap = 5.261 eV

Each line ends with the Löwdin charge.
Atoms and positions in Å:
C -0.973 -0.343 0.054  -0.1246
C -1.817 0.414 -1.024  -0.2807
C -2.919 1.229 -0.279  -0.5138
O -3.090 0.785 0.989  -0.3797
C -0.331 0.673 -0.944  -0.1940
N 3.362 1.397 -0.945  0.0125
C 3.288 0.024 -0.601  -0.2820
C 3.613 -0.713 0.860  -0.0738
H -0.934 0.044 1.019  0.0529
H -0.733 -1.324 -0.239  0.0608
H -4.127 -2.005 2.719  0.0046
H -2.136 -0.244 -1.869  0.1106
H -3.860 1.082 -0.835  0.0659
H -2.573 2.244 -0.560  0.0678
H 0.450 0.013 -1.425  0.0611
H -0.110 1.737 -1.039  0.0813
H -3.704 -2.417 2.225  0.0029
H 2.589 0.982 -0.163  0.0592
H 2.839 -0.783 -1.251  0.0950
H 4.293 -0.084 1.500  0.0749
H 4.142 -1.595 0.469  0.0485
H 2.730 -1.116 1.337  0.0504



Record 8
This record from the OMol25 dataset describes a 2-piece molecular cluster, C6H14NO overall. The level of theory is ωB97M-V/def2-TZVPD.

Output
Relative energy (zero: lowest compared OMol25 entry of this formula, charge and spin) = 7.294 eV
Charge = -1
Calculated total energy = -9979.3299 eV
Orbital gap = 5.174 eV

Each line ends with the Löwdin charge.
Atoms and positions in Å:
C -0.259 1.066 2.992  -0.1478
C -0.623 0.684 1.420  -0.4445
N 0.030 -0.478 0.939  0.0642
C -0.763 -0.465 -2.663  -0.1012
C -0.921 -0.987 -1.171  -0.1440
C 0.293 -0.281 -0.429  -0.4965
C 1.685 -0.749 -0.808  -0.4448
O 2.317 -0.649 -2.069  -0.3682
H -1.081 0.739 3.640  0.0427
H 0.752 0.771 3.288  0.0265
H -0.366 2.150 2.983  0.0434
H -0.407 1.582 0.914  0.0500
H -1.743 0.666 1.384  0.0953
H 1.263 1.006 1.642  0.2245
H -1.682 -0.472 -3.290  0.0588
H 0.020 -0.875 -3.221  0.0273
H -0.299 0.537 -2.606  0.0637
H -0.745 -2.055 -1.152  0.0873
H -1.791 -0.849 -0.519  0.0828
H 0.365 0.787 -0.719  0.1169
H 1.662 -1.856 -0.595  0.0905
H 2.294 -0.271 0.039  0.0731



Record 9
This record from the OMol25 dataset describes an isolated ion of composition C6H14NO and charge +1. The level of theory is ωB97M-V/def2-TZVPD.

Output
Relative energy (zero: lowest compared OMol25 entry of this formula, charge and spin) = 3.067 eV
Charge = +1
Calculated total energy = -9977.1775 eV
Orbital gap = 9.322 eV

Each line ends with the Löwdin charge.
Atoms and positions in Å:
N -2.113 0.981 0.212  0.0957
C -2.800 0.077 -0.623  -0.1773
C -1.668 -1.055 -0.646  -0.1890
C -0.671 -1.232 0.481  -0.2283
C 0.532 -0.243 0.482  -0.1060
C 1.634 -0.598 -0.305  -0.0590
C 2.833 0.233 -0.130  -0.3254
O 2.536 1.410 0.553  -0.0910
H -1.897 0.569 1.206  0.2116
H -2.529 1.873 0.229  0.1434
H -1.081 1.265 -0.156  0.2204
H -3.763 -0.109 -0.123  0.1358
H -3.060 0.380 -1.700  0.1661
H -2.327 -2.004 -0.763  0.1481
H -1.178 -0.753 -1.573  0.1137
H -0.259 -2.317 0.297  0.1533
H -1.087 -1.396 1.510  0.1242
H 0.565 0.676 0.971  0.0638
H 1.759 -1.473 -1.037  0.1535
H 3.143 0.568 -1.215  0.1581
H 3.641 -0.404 0.349  0.1497
H 3.418 1.887 0.538  0.1386



Record 10
This record from the OMol25 dataset describes a 2-piece molecular cluster, C6H14NO overall. The level of theory is ωB97M-V/def2-TZVPD.

Output
Relative energy (zero: lowest compared OMol25 entry of this formula, charge and spin) = 1.077 eV
Charge = +1
Calculated total energy = -9979.1681 eV
Orbital gap = 9.937 eV

Each line ends with the Löwdin charge.
Atoms and positions in Å:
O -1.157 3.737 0.291  0.0949
C -1.793 2.746 0.524  -0.1814
C -1.140 1.379 0.362  -0.0837
N 0.126 1.592 -0.394  0.1939
H -2.844 2.782 0.823  0.1443
H -0.869 1.015 1.355  0.1431
H -1.768 0.645 -0.125  0.1327
H 0.049 1.289 -1.365  0.1661
H 0.375 2.590 -0.319  0.1581
H 0.898 1.014 -0.016  0.1248
C -0.460 -2.088 0.539  -0.0597
C 0.799 -1.439 0.020  -0.4491
C 1.729 -0.975 0.858  0.0199
C 0.997 -1.448 -1.472  -0.0677
H -1.313 -1.865 -0.108  0.0749
H -0.695 -1.683 1.523  0.0775
H -0.341 -3.162 0.632  0.0964
H 2.704 -0.649 0.516  0.0772
H 1.548 -1.011 1.926  0.0771
H 1.852 -0.846 -1.774  0.0826
H 0.093 -1.153 -2.009  0.0776
H 1.210 -2.471 -1.787  0.1003